1.
C35H30AsCrN7S4Sb | ωB97M-V/def2-TZVPD

Geometry as ORCA input:
```
! RIJCOSX wB97M-V def2-TZVPD def2/J DEFGRID3
* xyz -1 5
Cr -0.096 1.561 -2.180
N -3.992 0.002 -1.521
C -2.945 0.839 -1.611
N -1.782 0.459 -1.998
C -1.559 -0.874 -2.418
N -0.414 -1.200 -2.959
N 0.403 -0.143 -3.056
C 1.640 -0.206 -3.550
C 2.391 1.002 -3.486
C 3.707 1.139 -3.977
C 4.327 2.362 -3.921
C 3.651 3.463 -3.373
C 2.377 3.267 -2.875
N 1.767 2.084 -2.902
C -2.628 -1.840 -2.237
C -2.484 -3.204 -2.484
C -3.531 -4.078 -2.245
C -4.748 -3.601 -1.770
C -4.916 -2.246 -1.537
C -3.862 -1.373 -1.765
H -4.882 0.385 -1.250
H -3.122 1.880 -1.347
H 2.038 -1.113 -3.988
H 4.201 0.271 -4.397
H 5.331 2.481 -4.311
H 4.095 4.448 -3.342
H 1.815 4.077 -2.420
H -1.532 -3.557 -2.859
H -3.400 -5.138 -2.425
H -5.563 -4.285 -1.571
H -5.861 -1.861 -1.170
S -3.948 4.291 -2.089
Sb -1.690 4.425 -2.407
S -0.525 3.279 -0.638
S -1.037 2.689 -3.961
S -0.702 6.418 -2.840
C 4.172 -0.384 0.579
N 3.470 0.829 0.189
C 4.133 2.117 0.362
C 2.218 0.791 -0.193
N 1.129 0.809 -0.562
H 4.361 -0.384 1.655
H 5.123 -0.443 0.046
H 3.566 -1.252 0.330
H 4.408 2.263 1.409
H 3.462 2.915 0.054
H 5.029 2.154 -0.259
C -4.086 -1.791 4.408
C -4.030 -2.238 3.093
C -3.168 -1.631 2.190
C -2.339 -0.582 2.587
C -2.419 -0.126 3.900
C -3.287 -0.728 4.805
As -1.131 0.187 1.213
C 0.178 0.955 2.432
C 0.206 2.268 2.875
C 1.252 2.698 3.686
C 2.268 1.815 4.038
C 2.251 0.504 3.577
C 1.207 0.068 2.766
C 1.098 -1.268 2.138
C 1.975 -2.331 2.328
C 1.787 -3.518 1.632
C 0.728 -3.645 0.738
C -0.160 -2.590 0.557
C 0.015 -1.411 1.264
H -4.754 -2.267 5.116
H -4.658 -3.059 2.768
H -3.139 -1.982 1.162
H -1.799 0.701 4.224
H -3.336 -0.366 5.825
H -0.564 2.962 2.563
H 1.282 3.724 4.030
H 3.086 2.154 4.663
H 3.055 -0.172 3.848
H 2.804 -2.245 3.023
H 2.469 -4.347 1.782
H 0.591 -4.567 0.186
H -0.980 -2.693 -0.145
*
```

Output
**Gap between HOMO and LUMO (spin up / spin down)**: 5.32 / 5.97 eV
**⟨S²⟩**: 6.103
**HOMO level (spin up / spin down)**: -3.266 / -4.216 eV


2.
C4H8N2O2S | ωB97M-V/def2-TZVPD

Geometry as ORCA input:
```
! RIJCOSX wB97M-V def2-TZVPD def2/J DEFGRID3
* xyz 0 1
C -0.335 -0.678 -0.476
C 1.363 -0.486 1.087
C 1.895 -0.106 -1.354
C 0.824 0.144 -0.254
N -1.340 -1.187 -0.694
N -2.236 1.836 0.278
O -3.364 -0.511 1.275
O -2.908 1.032 -0.587
S -3.603 -0.314 -0.128
H 1.127 -1.499 1.248
H 1.117 -0.068 2.041
H 2.449 -0.447 1.221
H 2.341 -1.021 -1.282
H 2.475 0.781 -1.276
H 1.284 -0.036 -2.245
H 0.780 1.242 0.036
H -1.870 1.319 1.109
*
```

Output
**Gap between HOMO and LUMO (spin up / spin down)**: 7.74 / 9.37 eV
**ΔE to the lowest compared entry with this formula, charge and spin**: 5.819 eV
**HOMO level (spin up / spin down)**: -8.051 / -9.664 eV


What is the formula in the second record? C4H8N2O2S